[1]
Molecular formula: C42H124O20
Method: DFT, ωB97M-V/def2-TZVPD

The geometry in XYZ format:
```
186
Properties=species:S:1:pos:R:3:mulliken_charge:R:1
C 1.2398 16.0902 11.9235 -0.400
O 0.9859 15.5397 10.6258 -0.270
H 0.3039 16.1904 12.4732 -0.066
H 1.8038 15.3409 12.4790 0.054
H 1.7482 17.0511 12.0020 0.427
H 1.5767 16.0081 10.0316 0.046
C -4.5347 10.6295 7.6317 -0.423
O -5.5042 11.6520 7.7587 -0.083
H -4.5456 9.9091 8.4497 0.299
H -4.7754 10.1600 6.6779 0.468
H -3.5631 11.1223 7.5971 -0.276
H -5.4242 12.3109 7.0651 0.028
C 1.7829 13.4014 7.9139 -0.210
O 2.1439 12.0547 7.7388 -0.448
H 1.9114 13.8621 6.9345 0.363
H 0.7392 13.5340 8.1988 -0.200
H 2.4311 13.8034 8.6926 0.429
H 3.0492 12.0154 7.4216 0.241
C 1.3875 11.7148 11.1077 -0.394
O 1.5100 10.8162 10.0330 -0.627
H 0.3242 11.9480 11.1636 -0.014
H 1.6287 11.2288 12.0531 0.346
H 1.9048 12.6493 10.8905 0.234
H 1.6726 11.3907 9.2812 0.332
C -4.8857 18.7233 8.8091 -0.397
O -6.2561 18.5405 8.4783 -0.569
H -4.8522 19.5628 9.5035 0.325
H -4.4954 17.8418 9.3179 0.048
H -4.2160 18.9329 7.9750 0.352
H -6.3988 18.7698 7.5570 0.289
C -1.6827 12.9078 5.8054 0.412
O -2.7779 12.8030 4.9139 -0.613
H -1.6481 13.8735 6.3097 -0.105
H -1.7527 12.1159 6.5512 -0.485
H -0.8264 12.8758 5.1319 0.507
H -2.8072 11.9842 4.4134 0.240
C -8.7110 9.7041 7.7027 -0.814
O -7.7085 10.1952 8.5083 -0.407
H -9.4336 9.1173 8.2699 0.247
H -9.2845 10.4915 7.2137 0.328
H -8.2125 9.2078 6.8701 0.272
H -7.1006 10.7620 8.0278 0.275
C 1.8335 17.2514 8.0251 -0.248
O 2.7380 16.8039 9.0637 -0.571
H 2.2463 18.0696 7.4350 0.450
H 1.6229 16.4345 7.3349 0.140
H 0.9077 17.6704 8.4195 -0.103
H 3.6032 16.6474 8.6784 0.274
C -5.1320 19.3615 12.7921 -0.648
O -4.0937 20.2261 13.0821 -0.591
H -5.4172 19.5131 11.7510 0.283
H -4.8451 18.3276 12.9842 0.189
H -5.9442 19.4805 13.5091 0.423
H -3.6386 19.8850 13.8555 0.295
C 0.1046 21.4436 10.6156 -1.416
C -0.8672 20.6069 9.7684 0.231
C -1.4588 19.4250 10.5659 0.216
O -1.9747 21.4106 9.3406 -0.584
H -0.4394 22.0391 11.3487 0.333
H 0.6266 22.1977 10.0265 0.392
H 0.8688 20.9055 11.1763 0.321
H -0.3330 20.1913 8.9141 0.264
H -2.3426 19.6530 11.1617 0.186
H -0.6738 18.9150 11.1242 0.124
H -1.8394 18.6408 9.9115 -0.474
H -2.2896 21.8857 10.1131 0.388
C -5.2132 15.8051 5.3016 -1.376
C -5.4857 14.6654 6.2692 1.712
C -6.7860 14.7549 7.0789 -0.941
O -5.5229 13.4772 5.4432 -0.662
H -4.1814 15.7929 4.9504 0.258
H -5.1549 16.7450 5.8504 0.253
H -5.9241 15.9407 4.4865 0.378
H -4.5755 14.5409 6.8558 -0.520
H -7.5845 15.0692 6.4068 0.368
H -6.6821 15.4476 7.9141 0.176
H -7.0578 13.7780 7.4787 0.119
H -4.6164 13.2476 5.2260 0.431
C -5.9466 11.7164 11.1440 -0.118
C -7.0861 11.1074 11.9615 0.732
C -7.4686 11.8580 13.2243 -1.314
O -8.2190 11.1242 11.1132 -0.591
H -6.1900 12.7090 10.7650 0.185
H -5.7329 10.9868 10.3628 0.037
H -5.0493 11.8112 11.7556 -0.078
H -6.8754 10.0628 12.1904 0.052
H -8.2690 11.3752 13.7850 0.427
H -7.8590 12.8218 12.8973 0.135
H -6.6580 12.0332 13.9316 0.236
H -7.8893 10.9795 10.2233 0.367
C -1.3261 8.5290 8.8742 -1.062
C -1.0056 9.2780 7.5378 2.093
C 0.4986 9.3259 7.0747 -1.339
O -1.7919 8.7003 6.4695 -0.588
H -1.2008 7.4482 8.8083 0.385
H -2.2937 8.7161 9.3399 0.135
H -0.7004 8.8694 9.6993 0.065
H -1.2378 10.3250 7.7325 -1.029
H 0.7797 8.3698 6.6332 0.456
H 1.2287 9.4454 7.8752 0.204
H 0.7661 10.0972 6.3525 0.251
H -1.6071 7.7591 6.4303 0.403
C -0.5932 12.6491 14.5078 -1.291
C -2.1490 12.5817 14.4395 0.472
C -2.8911 13.8659 14.8523 -1.136
O -2.5284 12.3034 13.1189 0.436
H -0.2438 12.8034 15.5287 0.575
H -0.2076 13.5731 14.0770 0.018
H -0.0102 11.8445 14.0596 0.199
H -2.4702 11.7109 15.0110 0.724
H -3.9535 13.7404 14.6435 0.221
H -2.5010 14.7006 14.2698 -0.127
H -2.7909 14.0814 15.9160 0.558
H -2.1295 12.9626 12.5464 -0.558
C -4.0085 8.4193 12.0218 -0.621
C -2.8434 8.4608 13.0223 0.067
C -1.5363 8.9160 12.4264 -0.751
O -3.2964 9.4894 13.9314 -0.619
H -3.6848 7.7353 11.2373 0.432
H -4.1605 9.4207 11.6190 -0.260
H -4.8997 7.9665 12.4562 0.370
H -2.7070 7.4990 13.5168 0.400
H -1.6265 9.8798 11.9254 -0.236
H -1.1164 8.1928 11.7273 0.571
H -0.8633 9.1713 13.2450 0.336
H -3.1710 10.3318 13.4884 0.232
C -3.1989 13.4008 9.8643 -1.020
C -1.8473 14.1783 9.8932 1.731
C -2.0517 15.6449 9.5372 -0.564
O -1.3840 14.1717 11.2142 0.972
H -3.1179 12.3978 10.2834 -0.039
H -3.5267 13.2250 8.8397 -0.157
H -4.0205 13.8724 10.4034 0.364
H -1.0599 13.7684 9.2607 -0.856
H -2.2752 16.3442 10.3429 0.201
H -2.7800 15.7911 8.7395 0.066
H -1.1176 16.0519 9.1498 -0.202
H -0.5345 14.6164 11.1679 -0.376
C -7.6083 15.5588 11.3363 -0.742
C -8.3669 15.9872 12.5968 0.138
C -7.4231 16.3744 13.7068 -0.477
O -9.1814 17.0645 12.3186 -0.598
H -7.1709 16.3728 10.7582 0.399
H -8.3016 15.0121 10.6971 0.319
H -6.7497 14.9205 11.5445 0.055
H -8.8684 15.1055 12.9958 0.317
H -6.8005 15.5316 14.0069 0.269
H -7.9906 16.8298 14.5184 0.364
H -6.7649 17.1652 13.3470 -0.322
H -8.7080 17.7789 11.8860 0.354
C 4.7844 12.0277 15.0081 -1.422
C 3.7907 13.1791 15.2803 0.672
C 4.0401 14.3725 14.3779 -1.369
O 2.4999 12.7832 15.0511 -0.417
H 4.5160 11.1426 15.5850 0.351
H 5.7465 12.4015 15.3583 0.417
H 4.9199 11.8834 13.9362 0.323
H 3.9047 13.4425 16.3318 0.195
H 5.1012 14.6217 14.3858 0.442
H 3.4586 15.2830 14.5232 0.383
H 3.8846 14.1075 13.3321 0.221
H 1.9404 13.5531 15.1767 0.195
C -2.1423 17.1993 16.4951 -1.393
C -1.9965 18.3101 15.4756 0.477
C -1.6251 17.9173 14.0429 -0.594
O -3.1620 19.0212 15.4525 -0.582
H -2.0509 17.6325 17.4910 0.540
H -1.2775 16.5402 16.4196 0.290
H -3.0621 16.6158 16.4543 0.285
H -1.2707 19.0259 15.8615 0.204
H -2.1263 17.0146 13.6937 0.017
H -0.5770 17.6198 14.0136 0.439
H -1.7878 18.7058 13.3080 0.003
H -3.3587 19.3617 16.3283 0.289
C -0.5644 15.9883 4.3006 -1.124
C -0.9302 17.3061 4.9400 0.359
C -1.6921 17.1015 6.2750 0.151
O 0.3206 17.8823 5.2566 -0.506
H 0.2950 15.4459 4.6947 0.304
H -0.2902 16.0108 3.2459 0.492
H -1.3865 15.2752 4.3621 0.095
H -1.4443 18.1072 4.4089 0.318
H -1.0565 16.7085 7.0685 -0.449
H -2.5490 16.4330 6.1915 -0.369
H -2.2065 18.0056 6.6008 0.402
H 0.8248 18.1236 4.4760 0.279
```

Output
HOMO energy, Ha: -0.32644
Charge: 0
Electronic energy, Ha: -3179.1395
Orbital gap, eV: 8.70

[2]
Molecular formula: C42H126O21
Method: DFT, ωB97M-V/def2-TZVPD

The geometry in XYZ format:
```
189
Properties=species:S:1:pos:R:3:mulliken_charge:R:1
C 24.4118 3.2070 -12.4578 -0.564
C 23.8694 3.4436 -13.8706 0.037
O 24.2871 4.7265 -14.4190 -0.499
H 24.2249 3.9928 -11.7259 0.491
H 25.5002 3.2182 -12.5165 -0.293
H 24.1526 2.2131 -12.0931 0.159
H 22.7897 3.2965 -13.8937 0.472
H 24.2581 2.7204 -14.5875 -0.188
H 23.7820 4.9332 -15.2088 0.283
C 31.3373 -2.0320 -14.7850 0.226
C 32.8634 -1.8586 -14.9063 -0.348
O 33.2635 -2.3020 -16.1719 -0.631
H 30.9097 -3.0279 -14.9014 0.194
H 30.7795 -1.4749 -15.5378 -0.124
H 30.9324 -1.6681 -13.8407 -0.161
H 33.2562 -2.5479 -14.1588 0.364
H 33.2129 -0.8388 -14.7451 0.106
H 32.9486 -1.7091 -16.8582 0.290
C 28.6839 0.5819 -11.1793 0.293
C 28.7828 -0.5230 -10.1097 -0.691
O 27.8830 -1.5436 -10.5053 -0.386
H 29.2396 1.4822 -10.9170 0.304
H 27.6847 0.7939 -11.5599 0.037
H 29.1554 0.1738 -12.0733 -0.336
H 28.4569 -0.1739 -9.1299 0.287
H 29.7672 -0.9894 -10.0714 0.265
H 26.9984 -1.2702 -10.2518 0.139
C 20.8509 -0.1612 -18.9188 -0.719
C 20.4743 0.7248 -20.0971 -0.515
O 21.6073 1.5475 -20.4360 -0.513
H 21.0597 0.4760 -18.0594 0.219
H 21.7032 -0.7849 -19.1884 0.166
H 19.9878 -0.8098 -18.7685 0.406
H 19.6406 1.4097 -19.9420 0.393
H 20.2709 0.0533 -20.9312 0.281
H 21.2697 2.2743 -20.9645 0.272
C 30.2991 -3.3562 -18.4340 -0.306
C 30.4312 -4.7135 -19.0933 -0.340
O 29.3807 -4.9251 -20.0085 -0.576
H 29.4145 -3.2717 -17.8027 -0.032
H 30.2122 -2.5294 -19.1389 0.169
H 31.1477 -3.1168 -17.7932 0.224
H 30.3724 -5.4402 -18.2829 0.183
H 31.3972 -4.7265 -19.5980 0.372
H 29.4521 -5.8357 -20.3041 0.318
C 24.9992 -2.7023 -16.9119 -0.802
C 24.2232 -1.5896 -17.6857 0.257
O 24.7318 -0.2857 -17.4314 -0.837
H 24.9576 -2.6024 -15.8273 -0.164
H 26.0661 -2.7229 -17.1340 0.269
H 24.5845 -3.6965 -17.0785 0.450
H 23.1709 -1.6564 -17.4097 -0.410
H 24.2742 -1.7818 -18.7574 0.584
H 24.6633 0.3014 -18.1880 0.248
C 34.1216 -0.5947 -9.8493 -1.354
C 34.0280 -0.1490 -11.2566 -0.145
O 32.7183 -0.3063 -11.7409 -0.166
H 35.1208 -0.5658 -9.4146 0.394
H 33.8741 -1.6506 -9.7398 0.356
H 33.4955 -0.0518 -9.1413 0.287
H 34.7885 -0.6096 -11.8871 0.299
H 34.2526 0.9176 -11.2591 0.253
H 32.4386 -1.2244 -11.7619 0.140
C 28.4314 -0.0209 -17.8988 -0.582
C 28.9528 1.3903 -17.5379 -0.051
O 30.0904 1.2318 -16.6753 -0.360
H 27.4580 0.0355 -18.3860 0.354
H 28.3101 -0.6661 -17.0286 -0.084
H 29.1502 -0.4457 -18.5995 0.161
H 28.1703 1.9697 -17.0479 -0.104
H 29.2253 1.9622 -18.4249 0.414
H 30.2092 2.0572 -16.1998 -0.101
C 20.3249 0.0675 -13.6824 -1.363
C 21.8902 0.1989 -13.6185 0.456
O 22.4912 -0.7576 -14.4480 -0.105
H 19.8264 0.6835 -12.9339 0.430
H 20.0992 -0.9894 -13.5402 0.258
H 19.9699 0.3391 -14.6765 0.277
H 22.2407 0.1623 -12.5870 0.083
H 22.1503 1.1827 -14.0091 -0.092
H 23.4272 -0.6046 -14.5966 0.688
C 27.0731 -0.6440 -14.1087 0.354
C 26.2132 0.5931 -14.4945 2.068
O 24.8876 0.0898 -14.7751 0.380
H 26.9252 -1.4746 -14.7989 -0.117
H 26.7599 -1.0356 -13.1409 -0.439
H 28.1168 -0.3416 -14.0224 0.163
H 26.5201 0.9714 -15.4695 -1.341
H 26.1682 1.3168 -13.6806 -0.570
H 24.8206 -0.0390 -15.7240 -0.513
C 27.4676 7.8477 -13.3171 -1.342
C 26.4602 6.9386 -14.0552 0.563
O 25.1662 7.3839 -13.8708 -0.594
H 27.1116 8.2360 -12.3628 0.304
H 27.6415 8.6914 -13.9850 0.443
H 28.4544 7.3908 -13.2424 0.299
H 26.5572 5.9634 -13.5780 -0.280
H 26.7378 6.7981 -15.0999 0.320
H 24.5542 6.6846 -14.1116 0.405
C 27.9163 -7.3975 -16.9499 -0.983
C 27.0546 -6.2844 -17.5607 0.377
O 25.6773 -6.6174 -17.3664 -0.519
H 27.6731 -7.5525 -15.8988 0.233
H 28.9323 -7.0028 -16.9377 0.265
H 27.7772 -8.3088 -17.5314 0.348
H 27.2389 -6.0333 -18.6053 0.438
H 27.2742 -5.3980 -16.9655 -0.407
H 25.4497 -7.1563 -18.1275 0.314
C 31.6289 0.3421 -20.0815 -0.969
C 32.5275 0.3576 -18.8413 -0.284
O 31.9386 -0.4265 -17.8300 0.033
H 30.6612 0.8215 -19.9337 0.100
H 31.3915 -0.6740 -20.3964 0.230
H 32.1764 0.7920 -20.9098 0.447
H 32.6813 1.3779 -18.4899 0.283
H 33.5221 0.0194 -19.1321 0.403
H 31.2758 0.1050 -17.3830 0.009
C 20.5219 -4.3080 -17.1006 -1.467
C 20.7335 -3.0153 -16.3358 0.517
O 21.9529 -3.2474 -15.6242 -0.354
H 20.3315 -5.1813 -16.4768 0.320
H 21.2355 -4.5567 -17.8862 0.330
H 19.6674 -4.1084 -17.7471 0.406
H 20.0115 -2.7780 -15.5544 0.333
H 20.8182 -2.1356 -16.9737 -0.221
H 22.1123 -2.4092 -15.1841 0.301
C 28.6237 3.2286 -13.9352 0.230
C 29.5857 4.2774 -14.4686 -0.424
O 30.3756 3.7197 -15.5142 -0.415
H 27.8416 2.9081 -14.6234 -0.274
H 28.1809 3.6975 -13.0565 -0.149
H 29.1253 2.3141 -13.6187 0.129
H 30.2405 4.6980 -13.7054 0.265
H 28.9680 5.1055 -14.8160 0.375
H 30.8283 4.4066 -16.0090 0.211
C 32.8082 2.7718 -13.3393 -0.520
C 33.3572 4.2022 -13.3163 -0.508
O 33.7557 4.5621 -12.0249 -0.522
H 32.5306 2.5264 -14.3643 0.091
H 31.8665 2.6281 -12.8095 0.232
H 33.5740 2.0598 -13.0315 0.258
H 32.6377 4.8655 -13.7964 0.215
H 34.2298 4.2350 -13.9686 0.380
H 32.9344 4.4821 -11.5344 0.324
C 26.0686 -6.4081 -10.3187 -1.098
C 25.3593 -6.4287 -11.6222 0.399
O 25.5335 -7.6101 -12.3575 -0.584
H 25.8005 -5.5574 -9.6923 0.271
H 27.1381 -6.3535 -10.5219 0.203
H 25.9087 -7.2919 -9.7012 0.370
H 25.7922 -5.6098 -12.1966 -0.206
H 24.2882 -6.2530 -11.5229 0.333
H 25.2369 -7.3697 -13.2384 0.324
C 27.8793 -4.4553 -14.2586 -0.237
C 28.7617 -3.7474 -13.2993 0.530
O 28.2163 -3.8981 -11.9916 -0.540
H 27.6629 -5.4451 -13.8565 0.273
H 28.3897 -4.4516 -15.2217 -0.023
H 26.9123 -3.9673 -14.3810 0.053
H 28.9598 -2.7146 -13.5859 -0.594
H 29.7192 -4.2613 -13.2148 0.431
H 27.8294 -3.0743 -11.6860 0.271
C 28.0360 4.1348 -10.1798 -0.825
C 27.7807 5.6578 -10.2605 0.150
O 29.0399 6.3351 -10.1816 -0.535
H 27.1105 3.5822 -10.3419 0.264
H 28.3910 3.8473 -9.1901 0.541
H 28.7842 3.7399 -10.8671 -0.052
H 27.1465 6.0585 -9.4697 0.469
H 27.4227 5.9359 -11.2517 -0.252
H 28.8228 7.2304 -9.9117 0.299
C 25.3774 3.2005 -17.7453 -0.628
C 23.9535 2.7459 -18.1348 -0.194
O 24.0467 1.7568 -19.1258 -0.666
H 25.9118 2.5122 -17.0905 -0.313
H 25.3403 4.1458 -17.2038 0.302
H 26.0089 3.4265 -18.6045 0.451
H 23.4052 3.5898 -18.5535 0.555
H 23.4210 2.3398 -17.2748 0.118
H 23.1656 1.6472 -19.4907 0.273
C 24.8677 -2.4947 -11.2756 -0.741
C 24.3920 -1.1023 -10.7743 0.319
O 25.3582 -0.8329 -9.8201 -0.569
H 25.8360 -2.3422 -11.7524 -0.241
H 24.1885 -2.8864 -12.0327 0.446
H 24.8638 -3.1987 -10.4434 0.225
H 23.4085 -1.1192 -10.3047 0.592
H 24.4053 -0.3207 -11.5339 -0.572
H 24.9430 -0.5357 -9.0072 0.255
```

Output
Relative energy (zero: lowest compared OMol25 entry of this formula, charge and spin), eV: 2.0183
HOMO energy, Ha: -0.34217
Charge: 0
Electronic energy, Ha: -3255.6038
Orbital gap, eV: 9.42